Molecular formula: C30H43Hg2NO24PS2
Method: DFT, ωB97M-V with the def2-TZVPD basis set

Each line ends with the Mulliken charge.
Element x y z (Å)
Hg: 3.569 -2.177 -1.424  0.616
Hg: 2.366 3.130 -0.539  1.044
P: 1.575 -0.080 0.235  0.335
O: 0.772 1.122 0.791  -0.467
O: 1.690 0.134 -1.271  0.014
O: 1.414 -1.642 0.468  -0.410
O: 3.115 0.212 0.327  -0.183
C: 1.567 0.111 -6.168  -0.329
C: 2.635 1.156 -5.951  -0.324
O: 2.976 1.420 -7.268  -0.298
S: 1.674 1.708 -8.215  1.051
O: 1.918 1.369 -9.625  -0.487
O: 1.071 3.049 -7.987  -0.503
O: 0.818 0.494 -7.323  -0.338
H: 0.993 -0.104 -5.266  0.324
H: 2.065 -0.831 -6.394  0.299
H: 3.448 0.706 -5.382  0.314
H: 2.238 2.043 -5.457  0.292
C: -0.055 -1.771 4.777  -0.255
C: 0.488 -0.332 5.100  -0.066
O: 0.399 -0.341 6.549  -0.367
S: -0.997 -1.114 7.018  1.033
O: -2.189 -0.431 6.581  -0.492
O: -1.054 -1.513 8.452  -0.508
O: -0.696 -2.233 5.899  -0.324
H: 0.778 -2.451 4.596  0.264
H: -0.791 -1.843 3.976  0.245
H: -0.026 0.481 4.587  0.202
H: 1.515 -0.247 4.747  0.265
C: -5.197 -0.755 2.895  -0.304
C: -6.299 -0.846 3.674  -0.590
C: -6.816 0.326 4.232  -0.227
C: -6.257 1.538 3.919  -0.009
C: -5.254 1.607 3.000  -0.249
C: -4.565 0.423 2.583  -0.678
N: -6.780 2.741 4.555  1.022
O: -6.201 3.784 4.347  -0.595
O: -7.770 2.675 5.284  -0.584
H: -4.775 -1.652 2.467  0.376
H: -6.758 -1.808 3.844  0.400
H: -7.606 0.287 4.967  0.461
H: -4.952 2.574 2.626  0.464
H: -3.684 0.502 1.964  0.513
O: -0.551 -5.499 -4.284  -0.598
C: -1.269 -5.001 -3.363  0.500
O: -1.717 -5.800 -2.313  -0.328
C: -2.521 -5.101 -1.451  -0.326
C: -3.041 -3.877 -2.271  -0.534
C: -1.851 -3.636 -3.230  -0.191
H: -1.824 -4.642 -0.751  0.179
H: -3.243 -5.658 -0.854  0.364
H: -3.165 -3.111 -1.505  0.278
H: -4.014 -4.071 -2.723  0.305
H: -1.123 -2.965 -2.773  0.051
H: -2.135 -3.109 -4.140  0.303
O: -0.631 4.039 -2.756  -0.652
C: -1.729 3.465 -2.918  0.493
O: -2.101 2.932 -4.109  -0.306
C: -3.418 2.436 -4.040  -0.332
C: -4.060 2.913 -2.715  -0.640
C: -2.859 3.348 -1.884  -0.137
H: -3.327 1.359 -3.903  0.237
H: -4.019 2.656 -4.922  0.331
H: -4.692 2.165 -2.236  0.361
H: -4.681 3.804 -2.802  0.257
H: -2.623 2.539 -1.192  0.131
H: -2.940 4.344 -1.448  0.280
O: 0.254 5.646 1.719  -0.634
C: -0.298 5.886 2.785  0.500
O: 0.081 6.749 3.666  -0.351
C: -0.885 7.118 4.608  -0.373
C: -1.807 5.840 4.574  -0.593
C: -1.600 5.241 3.170  -0.094
H: -1.225 8.062 4.182  0.266
H: -0.525 7.317 5.617  0.285
H: -2.817 6.149 4.843  0.352
H: -1.415 5.199 5.364  0.257
H: -2.381 5.625 2.514  0.253
H: -1.363 4.177 3.194  0.142
O: 5.956 2.442 -2.114  -0.618
C: 7.099 2.008 -2.440  0.569
O: 7.712 2.482 -3.512  -0.307
C: 9.084 2.200 -3.598  -0.395
C: 9.405 1.830 -2.188  -0.605
C: 8.095 1.264 -1.567  -0.414
H: 9.691 3.070 -3.848  0.279
H: 9.320 1.436 -4.339  0.288
H: 9.683 2.792 -1.757  0.273
H: 10.278 1.179 -2.146  0.383
H: 8.232 1.514 -0.515  0.253
H: 8.174 0.177 -1.587  0.304
O: 2.267 -7.810 -1.626  -0.577
C: 2.194 -7.750 -0.418  0.450
O: 1.980 -8.865 0.339  -0.340
C: 1.891 -8.571 1.711  -0.425
C: 1.832 -7.085 1.842  -0.415
C: 2.276 -6.523 0.509  -0.182
H: 2.695 -8.984 2.320  0.248
H: 0.947 -9.042 1.983  0.286
H: 2.581 -6.727 2.548  0.311
H: 0.764 -6.920 1.988  0.240
H: 3.344 -6.308 0.536  0.227
H: 1.653 -5.766 0.032  0.184

## Properties
- Net charge: +1
- HOMO: -11.687 eV
- Gap between HOMO and LUMO: 2.116 eV